DFT (wB97M-V/def2-TZVPD) results for a molecular structure, C25H29CsN2O5PS2 in a non-equilibrium geometry.

Highest occupied orbital energy ... -0.14246 Ha
Net charge ... -1
LUMO energy ... 2.20 eV

Each line ends with the Löwdin charge.
Cartesian coordinates (Å):
Cs1 -1.62364 -1.72149 -0.14724  1.530
O1 -0.52976 -1.38688 2.00797  -0.641
S1 -0.18086 0.02201 1.90692  0.327
O2 -0.43666 0.54511 0.55780  -0.627
O3 -0.74238 0.85278 2.95299  -0.327
C1 1.59240 0.02574 2.10027  -0.255
C2 2.13324 0.34472 3.33477  -0.054
C3 3.50144 0.25268 3.52495  -0.078
C4 4.30853 -0.16459 2.47339  -0.081
C5 3.75899 -0.47792 1.24160  -0.089
C6 2.38095 -0.40321 1.03550  -0.310
P1 1.58171 -0.73031 -0.60102  1.085
C7 2.60729 -2.12369 -1.23380  -0.381
C8 2.65840 -2.30178 -2.61940  -0.117
C9 3.28644 -3.40262 -3.17634  -0.090
C10 3.85289 -4.36688 -2.35257  -0.103
C11 3.76361 -4.22949 -0.97633  -0.089
C12 3.13326 -3.12454 -0.41933  -0.092
C13 2.42816 0.70578 -1.41034  -0.332
C14 1.75922 1.92817 -1.34716  -0.080
C15 2.35102 3.08850 -1.82153  -0.080
C16 3.61648 3.04161 -2.38801  -0.101
C17 4.28207 1.82754 -2.47462  -0.093
C18 3.69650 0.66764 -1.98863  -0.100
H1 1.46029 0.67242 4.11680  0.110
H2 3.93880 0.50094 4.48338  0.100
H3 5.37955 -0.24275 2.61786  0.099
H4 4.40727 -0.78689 0.43169  0.104
H5 2.20580 -1.55426 -3.26225  0.110
H6 3.33344 -3.51457 -4.25251  0.100
H7 4.34721 -5.22847 -2.78354  0.095
H8 4.19249 -4.98641 -0.33085  0.099
H9 3.05797 -3.03538 0.65742  0.106
H10 0.76546 1.95115 -0.91962  0.082
H11 1.82160 4.03135 -1.75770  0.101
H12 4.08244 3.94386 -2.76443  0.095
H13 5.26841 1.77990 -2.92101  0.097
H14 4.23040 -0.26976 -2.06885  0.096
C19 -4.41783 -5.48007 -1.42375  -0.140
O4 -4.81573 -4.37901 -0.61327  -0.218
C20 -3.99581 -3.24745 -0.53508  -0.466
O5 -2.94117 -3.30040 -1.18753  -0.606
H15 -4.05931 -6.30206 -0.79750  0.071
H16 -3.61372 -5.17822 -2.09599  0.059
H17 -5.27811 -5.81854 -2.00389  0.068
C21 -4.27411 1.03533 1.78086  -0.047
N1 -4.60630 2.03667 0.76297  -0.222
C22 -5.87026 1.72463 0.11778  -0.110
C23 -3.63110 2.72947 0.08551  -0.787
S2 -3.66482 2.92784 -1.58766  0.604
N2 -2.71887 3.36079 0.85764  -0.197
C24 -2.88726 3.59589 2.28280  -0.050
C25 -1.46686 3.87565 0.34240  -0.092
H18 -4.58800 0.05216 1.41606  0.089
H19 -4.80417 1.24718 2.71360  0.089
H20 -3.20649 0.98587 1.99101  0.069
H21 -6.66099 1.74423 0.87324  0.086
H22 -5.84701 0.73408 -0.34632  0.092
H23 -6.08429 2.46245 -0.64542  0.041
H24 -3.93222 3.49696 2.56541  0.086
H25 -2.57210 4.62300 2.48663  0.087
H26 -2.27934 2.91697 2.87591  0.075
H27 -1.38255 3.64982 -0.71360  0.028
H28 -0.64311 3.41554 0.89251  0.086
H29 -1.42891 4.96124 0.47945  0.088

Cartesian forces, eV/Å:
Cs 0.1 1.2 -1.5
O 1.1 0.2 2.3
S 0.0 1.0 0.5
O 0.4 1.2 0.9
O 0.2 0.1 0.1
C -0.2 -0.2 -0.2
C 0.0 0.2 0.1
C 0.0 0.0 -0.1
C 0.1 0.0 0.1
C -0.1 0.0 0.0
C 0.0 0.0 0.3
P 1.2 -0.2 -0.5
C -0.1 0.0 0.0
C 0.1 0.1 0.0
C 0.0 0.0 0.0
C 0.0 0.0 0.0
C 0.0 -0.1 0.0
C 0.1 0.1 0.0
C -0.1 0.0 -0.1
C -0.1 -0.1 0.0
C 0.0 0.0 -0.1
C 0.0 0.0 0.0
C 0.1 0.0 0.0
C -0.1 0.0 0.0
H 0.1 0.0 0.0
H 0.0 0.0 0.0
H 0.0 0.0 0.0
H 0.0 0.0 0.0
H 0.0 0.0 0.0
H 0.0 0.0 0.0
H 0.0 0.0 0.0
H 0.0 0.0 0.0
H 0.0 0.0 0.0
H 0.0 0.1 0.1
H 0.0 0.0 0.0
H 0.0 0.0 0.0
H 0.0 0.0 0.0
H 0.0 0.0 0.0
C 0.2 0.1 -0.1
O -0.2 0.0 0.0
C -0.1 -0.2 -0.1
O -2.7 -3.0 -1.6
H 0.0 0.0 0.0
H 0.0 -0.1 0.0
H 0.0 0.0 0.1
C 0.1 0.1 0.1
N 0.1 -0.3 0.0
C 0.1 0.1 -0.1
C -0.3 0.5 -0.1
S 0.0 -0.1 0.0
N 0.1 -0.3 0.2
C -0.1 0.0 -0.1
C 0.0 0.0 0.0
H 0.0 0.0 0.0
H 0.0 -0.1 0.0
H 0.0 0.2 -0.1
H 0.1 -0.1 0.0
H 0.0 0.0 0.0
H 0.0 0.1 -0.1
H 0.0 0.0 -0.1
H 0.0 0.0 0.0
H 0.1 -0.1 0.1
H 0.0 0.0 0.0
H 0.0 0.0 0.0
H 0.0 0.0 0.0

DFT (wB97M-V/def2-TZVPD) results for 4 unconnected molecules or ions with the total composition C25H29F24NO7 in a non-equilibrium geometry.

Structure (SMILES) ... CC(=O)N(C)CCCC[C@H]1COC(=O)O1.FC(F)C(F)(F)COC(F)(F)C(F)F.FC(F)C(F)(F)COC(F)(F)C(F)F.FC(F)C(F)(F)COC(F)(F)C(F)F
Highest occupied orbital energy ... -0.34563 Ha
LUMO energy ... 0.41 eV

Each line ends with the Löwdin charge.
Cartesian coordinates (Å):
C1 -3.13139 -1.91148 3.52375  0.000
C2 -3.67589 -1.45120 2.19396  -0.466
O1 -4.22634 -2.24928 1.45647  0.104
N1 -3.55550 -0.06415 1.81764  -0.118
C3 -3.94437 0.79634 2.96096  -0.068
C4 -2.17197 0.21523 1.38522  -0.176
C5 -1.96189 -0.05194 -0.09710  -0.169
C6 -1.28362 -1.37619 -0.43763  -0.167
C7 0.24333 -1.34337 -0.21340  -0.104
C8 0.81525 -2.29667 0.82681  -0.242
C9 -0.10527 -3.12944 1.76024  -0.096
O2 0.18947 -4.47608 1.40867  0.059
C10 1.50164 -4.39522 1.01373  -0.504
O3 2.40877 -5.11924 1.36448  0.167
O4 1.56787 -3.31806 0.17132  0.077
H1 -3.91972 -2.45307 4.01996  0.082
H2 -2.80704 -1.11257 4.17246  0.076
H3 -2.30881 -2.59962 3.41558  0.063
H4 -4.55545 0.25123 3.66411  0.084
H5 -3.08073 1.18529 3.48586  0.081
H6 -4.54573 1.60618 2.58236  0.083
H7 -1.42991 -0.28908 2.01142  0.125
H8 -2.03500 1.27325 1.54569  0.114
H9 -2.90114 0.01472 -0.62020  0.117
H10 -1.32677 0.72570 -0.48853  0.087
H11 -1.44552 -1.51136 -1.49638  0.099
H12 -1.77988 -2.20511 0.04448  0.095
H13 0.72344 -1.60048 -1.13831  0.094
H14 0.54232 -0.32676 -0.01601  0.114
H15 1.43391 -1.71910 1.50308  0.147
H16 0.22531 -2.97834 2.78340  0.131
H17 -1.15886 -2.91930 1.77911  0.089
F1 -3.52199 -3.77694 8.64678  0.104
C11 -2.69570 -4.02279 7.61581  -0.307
F2 -2.33809 -2.82839 7.08255  0.089
C12 -3.37542 -4.85597 6.52574  -0.441
F3 -4.41172 -4.16707 6.00290  0.130
F4 -2.44001 -4.98381 5.54225  0.100
C13 -3.82203 -6.29090 6.87028  -0.034
O5 -5.19615 -6.52012 7.15056  0.046
C14 -5.72596 -6.46281 8.41975  -0.543
F5 -4.78948 -6.28948 9.36878  0.155
F6 -6.31050 -7.65681 8.66071  0.145
C15 -6.83322 -5.40954 8.51023  -0.289
F7 -6.34413 -4.18374 8.24433  0.103
F8 -7.33228 -5.40620 9.76649  0.101
H18 -1.79479 -4.52279 7.98156  0.173
H19 -3.66041 -6.84563 5.94760  0.149
H20 -3.17124 -6.75177 7.61251  0.147
H21 -7.63092 -5.63831 7.80098  0.176
F9 3.89727 2.04733 -4.28099  0.102
C16 4.43559 1.53271 -5.40122  -0.298
F10 4.95633 2.56835 -6.10728  0.086
C17 3.38969 0.82976 -6.27060  -0.442
F11 2.47079 1.72288 -6.69158  0.137
F12 4.07530 0.40785 -7.37012  0.105
C18 2.68537 -0.41960 -5.70600  -0.033
O6 1.37000 -0.26993 -5.18704  0.048
C19 1.10809 0.00870 -3.86581  -0.534
F13 2.21711 -0.00094 -3.10514  0.155
F14 0.31739 -0.99191 -3.40746  0.136
C20 0.32623 1.31592 -3.72258  -0.280
F15 1.04352 2.34707 -4.20152  0.109
F16 0.08703 1.54078 -2.40992  0.094
H22 5.24722 0.85208 -5.13178  0.175
H23 2.53880 -1.05695 -6.57607  0.149
H24 3.33010 -0.98149 -5.03110  0.148
H25 -0.62014 1.25433 -4.26339  0.179
F17 3.94563 8.66341 -6.51415  0.100
C21 3.14500 7.61472 -6.77970  -0.308
F18 1.86565 8.05687 -6.74558  0.095
C22 3.30666 6.49922 -5.74342  -0.438
F19 2.92426 6.94497 -4.52791  0.136
F20 2.41654 5.53674 -6.11611  0.104
C23 4.66997 5.78938 -5.63344  -0.035
O7 5.53703 6.17327 -4.57193  0.048
C24 6.47289 7.17271 -4.68986  -0.544
F21 6.56609 7.65902 -5.93978  0.155
F22 7.67560 6.62908 -4.39149  0.140
C25 6.23261 8.28256 -3.66343  -0.290
F23 5.03426 8.86129 -3.86096  0.105
F24 7.19081 9.22678 -3.80660  0.098
H26 3.35613 7.24202 -7.78580  0.172
H27 4.41878 4.76039 -5.39146  0.122
H28 5.18884 5.74767 -6.59046  0.149
H29 6.27112 7.87519 -2.65132  0.175

Cartesian forces, eV/Å:
C -0.2 0.3 0.2
C -0.8 -0.8 -1.1
O 0.8 0.8 0.6
N 0.2 -0.5 1.0
C 0.1 -0.3 -0.6
C -0.7 0.4 -0.5
C 0.5 -0.6 0.3
C 0.2 0.5 -0.4
C -0.9 -0.6 0.2
C -0.9 0.6 0.1
C 0.3 0.3 0.3
O 0.5 -0.3 0.6
C 0.9 -1.2 0.1
O -2.0 1.3 -1.1
O 1.2 -0.3 0.8
H -0.3 -0.3 0.2
H 0.1 0.3 0.1
H 0.2 -0.3 -0.2
H -0.2 -0.2 0.2
H 0.2 0.2 0.3
H -0.1 0.4 -0.1
H 0.2 -0.2 0.1
H 0.1 0.4 0.2
H -0.5 0.1 0.0
H 0.2 0.4 -0.2
H -0.1 -0.3 -0.4
H -0.1 -0.3 0.1
H 0.3 -0.2 -0.4
H 0.2 0.4 0.3
H 0.7 0.0 -0.1
H 0.1 0.0 0.3
H -0.4 -0.2 -0.7
F -0.2 -0.2 0.0
C 0.3 0.1 0.0
F 0.0 0.0 -0.1
C -0.6 -0.1 0.0
F 0.0 0.1 0.1
F 0.2 0.0 0.0
C 0.1 -0.6 -0.1
O 0.0 0.7 0.2
C 0.3 -0.4 -0.3
F 0.1 0.2 -0.1
F -0.1 -0.1 0.0
C -0.2 0.1 0.0
F 0.2 0.0 0.0
F 0.0 0.0 0.0
H 0.0 0.0 0.0
H 0.0 0.0 -0.1
H 0.0 0.2 0.2
H 0.0 -0.1 0.0
F -0.3 -0.1 0.1
C 0.3 0.1 0.0
F 0.0 -0.1 -0.1
C -0.5 0.1 0.0
F 0.0 0.1 0.1
F 0.2 -0.1 0.0
C -0.1 -0.6 0.0
O 0.2 0.7 0.1
C 0.3 -0.7 -0.4
F 0.1 0.2 -0.1
F -0.1 0.1 0.0
C -0.2 0.1 0.0
F 0.2 0.0 0.0
F 0.0 0.0 0.0
H 0.0 0.0 0.0
H 0.0 0.0 -0.1
H 0.1 0.2 0.2
H 0.0 -0.1 0.0
F 0.2 0.0 0.1
C -0.2 0.0 -0.2
F 0.0 -0.1 0.0
C 0.2 0.1 0.5
F 0.0 0.1 0.0
F 0.0 -0.1 -0.2
C 0.3 -0.4 -0.1
O -0.3 0.6 0.0
C -0.1 -0.6 -0.2
F -0.2 0.1 0.0
F 0.1 0.0 0.0
C 0.0 0.1 0.2
F -0.1 0.0 -0.1
F 0.0 0.0 0.0
H 0.0 0.0 0.0
H -0.1 0.0 0.1
H 0.0 0.3 -0.1
H 0.0 0.0 0.0

DFT (wB97M-V/def2-TZVPD) results for a molecular structure, C25H29F3N6O5STi in a non-equilibrium geometry.

Spin multiplicity ... 3
Highest occupied orbital energy (spin up / spin down) ... -0.21359 / -0.25791 Ha
LUMO energy (spin up / spin down) ... 0.30 / -0.01 eV

Each line ends with the Löwdin spin population.
Cartesian coordinates (Å):
Ti1 -0.57683 0.80341 -0.21065  0.951
C1 -3.42589 1.60789 -2.10462  0.001
O1 -2.34878 0.68421 -2.00506  0.006
C2 -2.74684 -0.65089 -2.01233  0.019
C3 -3.88377 -1.09517 -2.65764  -0.002
C4 -4.21014 -2.44606 -2.63828  0.029
C5 -3.37943 -3.34499 -1.98802  -0.001
C6 -2.22316 -2.90732 -1.36688  0.026
C7 -1.89476 -1.54969 -1.35299  0.008
N1 -0.73134 -1.03623 -0.80716  0.170
N2 0.23147 -1.93409 -0.56498  0.340
C8 1.50565 -1.50943 -0.60776  -0.012
C9 1.89887 -0.21902 -1.07162  0.117
O2 0.99986 0.74323 -1.26665  0.097
C10 3.25787 0.02787 -1.33417  -0.005
C11 4.22871 -0.90589 -1.08138  0.126
C12 3.89228 -2.16000 -0.51607  0.005
C13 4.87355 -3.11651 -0.17077  0.021
C14 4.52963 -4.30627 0.41576  -0.015
C15 3.18112 -4.59133 0.68967  0.028
C16 2.20385 -3.68916 0.34921  -0.013
C17 2.53111 -2.46590 -0.26566  0.033
H1 -3.68792 1.79120 -3.14879  0.000
H2 -3.10959 2.53966 -1.63955  0.000
H3 -4.29898 1.24505 -1.56255  0.000
H4 -4.51761 -0.40174 -3.19452  -0.001
H5 -5.11132 -2.78766 -3.12950  0.002
H6 -3.63170 -4.39757 -1.97227  -0.001
H7 -1.55889 -3.59357 -0.86353  0.003
H8 3.52068 1.00234 -1.72958  -0.004
H9 5.26790 -0.67925 -1.28772  0.008
H10 5.91515 -2.89103 -0.37161  0.001
H11 5.29419 -5.03042 0.66786  -0.002
H12 2.91705 -5.52469 1.17072  0.002
H13 1.16071 -3.89698 0.54947  0.000
N3 -0.41539 2.85770 -1.64154  0.004
C18 0.17560 4.16408 -1.33467  0.001
C19 -0.63333 4.92548 -0.28865  0.000
C20 -0.43641 4.37312 1.11792  0.000
N4 -0.85754 2.97381 1.19162  0.002
H14 0.21465 2.33215 -2.24033  0.001
H15 -1.27082 2.99468 -2.16556  0.000
H16 0.26447 4.78039 -2.23512  0.000
H17 1.18547 3.99782 -0.95121  0.000
H18 -1.69679 4.88440 -0.54942  0.000
H19 -0.32987 5.97369 -0.29689  0.000
H20 -0.98344 5.00257 1.82822  0.000
H21 0.62420 4.43868 1.37644  0.000
H22 -1.85682 2.92920 1.02754  0.001
H23 -0.74175 2.62562 2.13819  0.000
F1 -4.62042 -0.97636 2.99711  0.000
C21 -4.26802 -0.44710 1.83214  0.001
F2 -4.31848 -1.39589 0.89135  0.000
F3 -5.15312 0.51075 1.52294  0.000
S1 -2.54658 0.25140 1.84058  0.004
O3 -1.70759 -0.91148 1.88824  0.005
O4 -2.46129 1.16623 2.94461  0.000
O5 -2.53320 0.93111 0.52932  0.016
C22 3.20197 -1.34799 3.10856  0.000
N5 2.38850 -0.33936 2.45723  0.003
C23 2.81819 0.89998 2.05190  0.002
C24 1.77016 1.47404 1.41129  0.005
N6 0.70995 0.59125 1.38527  0.001
C25 1.13038 -0.49189 2.02042  0.013
H24 3.88041 -0.87127 3.81256  0.000
H25 3.77856 -1.90059 2.36613  0.000
H26 2.56575 -2.04755 3.64469  0.000
H27 3.80895 1.26606 2.25665  0.000
H28 1.70567 2.44294 0.95028  0.000
H29 0.53528 -1.37170 2.19183  0.002

Cartesian forces, eV/Å:
Ti -0.7 2.2 -1.5
C 0.0 0.1 0.0
O 0.0 -0.2 0.0
C 0.1 -0.2 0.0
C -0.1 0.1 -0.1
C 0.0 -0.1 0.1
C -0.1 0.0 -0.1
C 0.0 0.2 0.1
C -0.3 -0.4 -0.3
N 0.1 -0.4 -0.1
N -0.1 -0.6 -0.1
C 0.0 0.6 -0.4
C -0.1 -0.6 0.0
O 1.3 0.0 -0.5
C 0.2 0.0 0.0
C 0.0 0.3 -0.1
C -0.2 -0.2 0.2
C 0.1 0.0 0.0
C 0.1 0.0 0.0
C -0.1 0.1 0.0
C 0.0 -0.2 0.1
C 0.2 0.2 -0.1
H 0.0 0.0 0.0
H 0.0 0.0 0.0
H 0.0 0.0 0.0
H 0.0 0.0 0.0
H 0.0 0.0 0.0
H 0.0 0.0 0.0
H 0.0 0.0 0.0
H 0.0 0.0 0.0
H 0.0 0.0 0.0
H 0.0 0.0 0.0
H 0.0 0.0 0.0
H 0.0 0.0 0.0
H 0.0 0.0 0.0
N -0.1 -0.3 -0.2
C -0.1 0.1 0.2
C 0.2 -0.3 0.1
C 0.0 0.1 -0.2
N 0.0 0.0 0.1
H 0.0 0.0 -0.1
H 0.0 0.0 -0.1
H 0.1 -0.1 0.0
H 0.0 0.0 -0.1
H 0.0 0.1 0.0
H -0.1 0.0 0.0
H 0.0 0.0 0.1
H 0.0 0.0 0.0
H -0.1 0.0 0.1
H -0.1 0.0 0.1
F 0.2 0.0 0.1
C 0.2 0.1 -0.4
F -0.2 0.1 0.2
F 0.0 0.0 0.0
S -1.3 -0.6 1.4
O 0.1 -0.1 0.0
O -0.1 0.1 0.0
O -0.1 -0.1 0.2
C 0.1 -0.2 0.0
N -0.1 0.0 -0.1
C -0.1 0.3 0.0
C 0.1 0.0 0.2
N 0.9 -0.2 1.1
C 0.0 0.1 0.2
H 0.0 0.0 0.0
H 0.0 0.0 0.0
H -0.1 0.0 0.0
H 0.0 -0.1 0.0
H 0.0 0.0 0.0
H 0.0 0.0 -0.1

Energy relative to the best compared isomer or geometry (same formula, charge and spin) for the records above, in order: 36.6; 0.0; 31.3 kcal/mol